117
Properties=species:S:1:pos:R:3:forces:R:3 method="wB97M-V/def2-TZVPD" homo_energy_ev="-7.71 / -7.71" lumo_energy_ev="0.587 / 0.432" homo_lumo_gap_ev="8.30 / 8.14" multiplicity=3
Ni 0.8098 -0.4199 0.2414 -0.2 -0.1 0.3
C 0.0983 4.6887 -2.3776 -0.1 -0.1 0.1
N 0.2000 3.6819 -1.3245 0.0 0.1 -0.2
C 0.4439 2.3548 -1.4230 0.0 0.1 0.1
N 0.4783 1.7913 -0.2214 0.4 0.0 -0.4
C 0.2479 2.8033 0.6820 -0.3 -0.3 0.3
C 0.0420 3.9716 0.0154 0.1 0.2 -0.1
C -0.2601 5.3085 0.5592 0.0 0.0 0.0
C -1.3363 6.0605 0.0920 -0.1 0.0 0.0
C -1.6259 7.3000 0.6440 0.0 0.0 0.0
C -0.8477 7.8013 1.6782 0.0 0.0 0.0
C 0.2196 7.0532 2.1592 0.0 0.0 0.0
C 0.5143 5.8191 1.6006 0.0 0.0 0.0
C 0.0605 2.5992 2.1375 0.1 0.0 -0.1
C 1.1394 2.3818 2.9887 0.0 0.1 0.0
C 0.9405 2.2261 4.3535 0.0 -0.1 0.0
C -0.3414 2.2882 4.8814 0.0 0.1 -0.1
C -1.4236 2.5149 4.0401 0.1 0.1 0.0
C -1.2232 2.6735 2.6764 0.0 0.1 0.0
P -0.9247 0.2824 -2.7834 0.0 -0.1 0.0
C 0.2076 -1.2211 -2.5162 0.2 -0.1 -0.1
N 1.0641 -1.4539 -1.5298 0.1 0.2 0.1
C 1.7684 -2.5975 -1.8332 0.0 0.0 0.3
C 1.3129 -3.0865 -3.0223 0.0 0.0 -0.3
N 0.3395 -2.2035 -3.4475 -0.2 0.0 -0.1
C -0.3945 -2.3145 -4.7028 0.1 0.0 0.1
C 1.7428 -4.2606 -3.8057 0.0 0.0 0.1
C 0.8402 -5.2625 -4.1584 0.0 0.0 0.0
C 1.2620 -6.3700 -4.8816 0.0 0.1 0.0
C 2.5954 -6.4932 -5.2495 0.0 0.0 0.0
C 3.5019 -5.5027 -4.8948 0.0 0.0 0.0
C 3.0771 -4.3906 -4.1831 0.1 0.0 0.0
C 2.8512 -3.1341 -0.9889 0.0 0.0 0.0
C 2.8865 -4.4750 -0.6188 0.0 0.0 0.1
C 3.9081 -4.9518 0.1877 0.0 0.0 0.0
C 4.9079 -4.0957 0.6339 -0.1 0.0 0.0
C 4.8866 -2.7594 0.2566 0.0 0.0 0.0
C 3.8664 -2.2878 -0.5571 0.1 0.0 0.0
C -1.7716 -0.0671 -1.1841 -0.1 0.1 0.0
N -1.2648 -0.4124 -0.0109 0.0 -0.1 0.0
C -2.3163 -0.6832 0.8388 0.2 0.0 0.1
C -3.4848 -0.4873 0.1555 -0.2 0.1 -0.1
N -3.1275 -0.0971 -1.1180 -0.1 0.0 -0.1
C -4.0653 0.2445 -2.1854 0.1 0.0 0.1
C -4.8830 -0.5678 0.6189 0.1 0.0 0.0
C -5.8230 -1.3625 -0.0329 -0.1 0.0 0.0
C -7.1255 -1.4460 0.4389 0.0 0.0 0.0
C -7.5003 -0.7428 1.5754 0.0 0.0 0.0
C -6.5683 0.0500 2.2331 0.0 0.0 0.0
C -5.2700 0.1418 1.7543 0.0 0.0 0.0
C -2.1586 -1.1563 2.2295 0.1 0.0 0.0
C -2.9280 -2.2214 2.6941 0.0 0.0 0.0
C -2.7705 -2.6953 3.9869 0.0 0.0 0.0
C -1.8311 -2.1198 4.8330 0.0 0.0 0.0
C -1.0584 -1.0609 4.3778 -0.1 -0.1 0.0
C -1.2276 -0.5808 3.0879 0.1 0.0 -0.1
H -0.8781 4.6439 -2.8522 0.0 -0.1 0.0
H 0.8738 4.5456 -3.1150 0.1 -0.1 -0.1
H 0.2421 5.6626 -1.9209 0.0 0.0 0.0
H -1.9737 5.6580 -0.6870 0.0 0.0 0.0
H -2.4678 7.8693 0.2710 0.0 0.0 0.0
H -1.0733 8.7684 2.1096 0.0 0.0 0.0
H 0.8272 7.4327 2.9710 0.0 0.0 0.0
H 1.3500 5.2395 1.9731 0.0 0.0 0.0
H 2.1406 2.3600 2.5833 0.1 0.0 0.0
H 1.7913 2.0553 5.0024 0.0 0.0 0.0
H -0.4986 2.1568 5.9444 0.0 0.0 0.0
H -2.4261 2.5631 4.4458 0.0 0.0 0.0
H -2.0639 2.8440 2.0138 0.0 0.0 0.0
H 0.2714 -2.6930 -5.4744 0.0 0.0 0.0
H -0.7605 -1.3330 -4.9858 0.0 0.0 0.0
H -1.2401 -2.9941 -4.6030 0.0 0.0 0.0
H -0.1952 -5.1809 -3.8476 0.0 0.0 0.0
H 0.5515 -7.1434 -5.1454 0.0 0.0 0.0
H 2.9271 -7.3597 -5.8077 0.0 0.0 0.0
H 4.5429 -5.5940 -5.1774 0.0 0.0 0.0
H 3.7810 -3.6161 -3.9029 0.0 0.0 0.0
H 2.0881 -5.1370 -0.9316 0.0 0.0 0.0
H 3.9137 -5.9930 0.4853 0.0 0.0 0.0
H 5.6991 -4.4695 1.2722 0.0 0.0 0.0
H 5.6683 -2.0845 0.5865 0.0 0.0 0.0
H 3.8579 -1.2543 -0.8773 0.0 0.0 0.0
H -4.3756 -0.6476 -2.7296 0.0 0.0 0.0
H -3.5870 0.9468 -2.8576 0.0 0.0 0.0
H -4.9412 0.7128 -1.7426 0.0 0.0 0.0
H -5.5296 -1.9298 -0.9083 0.0 0.0 0.0
H -7.8453 -2.0695 -0.0759 0.0 0.0 0.0
H -8.5140 -0.8149 1.9489 0.0 0.0 0.0
H -6.8544 0.6029 3.1190 0.0 0.0 0.0
H -4.5380 0.7571 2.2639 0.0 0.0 0.0
H -3.6395 -2.6967 2.0294 0.0 0.0 0.0
H -3.3648 -3.5346 4.3266 0.0 0.0 0.0
H -1.6978 -2.5006 5.8384 0.0 0.0 0.0
H -0.3182 -0.6063 5.0245 0.0 0.0 0.0
H -0.6264 0.2514 2.7411 0.0 -0.1 0.0
N 0.6512 -3.2242 1.7374 0.0 0.1 0.0
C 0.7233 -2.1898 1.2219 0.0 -0.1 0.0
F 1.8405 0.8385 -2.4888 -0.2 0.1 0.0
C 0.5997 1.4762 -2.6395 -0.1 0.0 0.0
F -1.7672 1.9892 -2.5871 0.0 0.1 0.0
C 0.7844 2.0657 -4.0648 0.1 -0.1 0.5
F 1.9151 2.8004 -4.1288 0.0 0.1 0.0
F -0.2118 2.8018 -4.5257 -0.1 0.2 -0.1
F 0.9524 1.0407 -4.9080 0.1 -0.2 -0.2
N 2.6014 -0.9446 3.0932 0.0 0.1 -0.1
C 3.2910 -0.1333 2.2530 -0.1 0.0 0.0
C 4.5467 0.3702 2.6567 0.1 0.0 0.0
C 5.2226 1.2395 1.8460 0.0 0.0 0.0
C 4.6567 1.6209 0.6253 0.0 0.0 0.0
C 3.4338 1.0955 0.3024 -0.1 -0.1 0.0
N 2.7403 0.2378 1.0813 0.0 0.0 0.0
H 3.1277 -1.3788 3.8315 0.0 0.0 0.0
H 1.8601 -1.5203 2.7062 0.0 0.0 0.0
H 4.9538 0.0547 3.6094 0.0 0.0 0.0
H 6.1850 1.6296 2.1534 0.0 0.0 0.0
H 5.1539 2.3006 -0.0511 0.0 0.0 0.0
H 2.9616 1.3567 -0.6330 0.0 0.0 0.0

***

116
Properties=species:S:1:pos:R:3:forces:R:3 method="wB97M-V/def2-TZVPD" homo_energy_ev=-5.47 lumo_energy_ev=1.635 homo_lumo_gap_ev=7.11 de_lowest_kj_mol=0.00 total_charge=-1
Sn -11.4119 3.8126 15.7825 0.4 0.4 -0.1
O -7.2925 9.9198 17.6116 0.1 -0.3 0.0
C -7.8091 9.7110 16.4997 -0.1 -0.3 0.6
O -8.2274 10.5166 15.6592 -0.2 0.2 -0.7
C -8.0111 8.2015 16.1429 0.5 -0.2 0.3
C -8.4432 7.7975 14.9012 -0.3 0.6 -0.2
C -8.6596 6.4552 14.6161 -0.1 -0.2 -0.5
N -8.4048 5.4966 15.4926 0.0 0.2 0.7
C -7.9921 5.8757 16.7150 0.3 -0.4 0.3
C -7.7575 7.1968 17.0759 0.0 0.5 -0.2
C -7.9434 4.7620 17.7271 0.0 0.1 -0.6
C -8.0028 5.0018 19.0869 -0.6 -0.3 0.7
C -8.3554 3.9564 19.9411 0.7 0.4 -0.9
C -8.5220 2.6908 19.4238 -0.1 0.3 0.2
C -8.3077 2.5320 18.0710 0.0 -0.7 -0.6
N -8.0121 3.5235 17.2364 -0.3 -0.3 0.2
C -9.2425 6.0163 13.2997 0.2 -0.3 0.0
C -9.5739 6.9564 12.3277 -0.2 -0.4 -0.1
C -10.0766 6.5261 11.1105 0.4 0.2 0.0
C -10.2158 5.1657 10.8738 0.0 0.5 0.2
C -9.8917 4.3037 11.9105 -0.1 0.3 0.2
N -9.4237 4.6966 13.0935 0.0 0.7 0.0
H -8.6688 8.6081 14.2210 0.0 -0.1 -0.2
H -7.4052 7.5488 18.0430 -0.1 -0.3 0.0
H -7.9165 5.9937 19.4899 0.1 0.3 0.0
H -8.4665 4.1367 20.9793 -0.2 0.2 0.8
H -8.8281 1.8838 20.0632 0.0 -0.3 0.0
H -8.4298 1.5327 17.6246 0.2 0.4 0.1
H -9.4594 8.0019 12.5246 0.0 0.3 0.0
H -10.2992 7.2712 10.3544 -0.1 -0.1 0.0
H -10.5762 4.8260 9.9180 -0.1 -0.3 -0.1
H -10.0536 3.2487 11.8104 0.0 -0.5 -0.1
O -12.7119 2.7848 17.0587 -0.1 -0.4 -0.3
C -13.3654 1.5974 16.7286 0.2 0.2 0.1
C -13.0119 1.1394 15.2815 -0.3 0.0 -0.4
C -13.5696 2.0175 14.1803 -0.2 -0.8 0.7
C -14.5713 1.5460 13.3526 0.2 0.4 -0.5
C -15.0445 2.3788 12.3503 -0.3 0.1 0.5
C -14.5909 3.6803 12.2988 0.7 0.1 0.0
C -13.5894 4.1133 13.1845 -0.6 -0.2 -0.4
C -13.0911 5.5333 13.1918 -0.2 -0.4 0.1
C -13.1060 6.2532 14.5650 -0.4 0.1 -0.3
O -12.1185 5.8115 15.4376 -0.4 -0.8 -0.3
C -12.8474 7.7301 14.2336 -0.1 -0.3 -0.2
C -13.7322 8.4972 13.4819 0.1 0.2 0.3
C -13.4205 9.8081 13.1931 -0.4 0.5 -0.4
C -12.2476 10.3823 13.6389 0.4 0.2 -0.1
C -11.3405 9.6134 14.3401 0.3 0.2 0.2
C -11.6509 8.2918 14.6160 0.2 0.3 0.0
C -14.5074 6.1859 15.1931 0.8 0.1 0.2
C -14.5894 6.5400 16.5314 0.7 0.1 0.5
C -15.7943 6.6080 17.1830 -0.4 0.0 0.1
C -16.9646 6.3036 16.5065 -0.6 0.0 0.0
C -16.8972 5.9592 15.1674 -0.5 0.1 0.1
C -15.6747 5.9144 14.5139 -0.6 -0.4 -0.7
N -13.0917 3.2536 14.0698 0.4 0.4 0.6
C -12.9141 0.4581 17.6867 0.3 -0.1 -0.4
C -11.8154 0.6644 18.4916 0.2 -0.3 0.3
C -11.3706 -0.3200 19.3770 -0.3 0.5 -0.4
C -11.9845 -1.5493 19.4460 -0.3 -0.1 -0.2
C -13.0553 -1.8089 18.5778 0.4 0.0 0.2
C -13.4830 -0.8205 17.7133 -0.4 0.3 -0.1
C -14.8640 1.8110 16.9307 -0.1 0.1 0.1
C -15.2555 2.8872 17.7143 -0.2 0.1 0.4
C -16.5948 3.1103 18.0137 0.3 0.5 0.1
C -17.5665 2.2796 17.5036 -0.5 0.0 0.2
C -17.1794 1.1958 16.7353 -0.7 0.0 -0.4
C -15.8609 0.9692 16.4356 0.7 0.2 0.0
H -13.3799 0.1117 15.1270 0.3 0.3 0.0
H -11.9226 1.1520 15.1597 -0.1 -0.3 0.2
H -14.9344 0.5452 13.4619 -0.1 -0.3 0.1
H -15.8411 2.0495 11.6931 0.1 0.0 -0.1
H -14.9635 4.3583 11.5530 -0.1 0.2 -0.1
H -13.6805 6.1190 12.4905 0.0 -0.1 -0.1
H -12.0678 5.5463 12.8465 0.4 0.1 -0.1
H -14.6858 8.1321 13.1526 -0.3 -0.4 -0.1
H -14.1031 10.4153 12.6021 0.0 -0.1 0.1
H -12.0292 11.4156 13.4151 0.0 0.1 0.0
H -10.3932 10.0259 14.6949 -0.2 0.0 -0.1
H -10.9246 7.6841 15.1110 0.1 -0.2 0.2
H -13.6686 6.7770 17.0743 -0.4 -0.1 -0.3
H -15.8328 6.9223 18.2109 0.0 0.0 0.3
H -17.9376 6.3325 17.0100 0.4 0.0 -0.1
H -17.8170 5.7569 14.6154 0.3 -0.1 0.1
H -15.7133 5.6203 13.4592 0.3 0.3 0.4
H -11.2877 1.5934 18.4105 0.1 0.4 0.1
H -10.5497 -0.0656 20.0157 0.4 -0.1 0.3
H -11.6131 -2.2635 20.1676 -0.2 -0.2 -0.1
H -13.5525 -2.7752 18.5436 0.1 0.1 0.2
H -14.3198 -1.0425 17.0676 -0.1 0.0 -0.1
H -14.5095 3.5511 18.1299 0.1 -0.1 -0.2
H -16.8510 3.9766 18.6251 0.0 -0.2 -0.1
H -18.6224 2.4717 17.6884 0.2 -0.1 0.0
H -17.9300 0.5543 16.3009 -0.2 -0.2 0.0
H -15.6018 0.1456 15.7930 0.0 -0.2 -0.1
N -8.3067 0.2546 13.4666 -0.2 -0.1 0.2
C -8.9305 1.3882 14.0090 0.1 -0.1 -0.7
N -8.0854 2.3541 14.4067 -0.3 -0.5 0.0
O -10.1593 1.4583 13.9921 0.3 0.1 0.2
H -7.4010 0.0166 13.8380 0.0 -0.1 0.0
H -8.9496 -0.5256 13.4006 0.2 0.2 0.0
H -7.0971 2.2576 14.2530 -0.1 0.1 0.1
H -8.4542 3.2293 14.7511 0.1 0.3 0.1
Se -11.1592 6.8622 17.8017 0.0 0.4 0.0
N -11.5206 5.1751 18.1684 0.3 0.1 -0.1
C -12.0715 5.1483 19.3700 0.0 0.9 0.4
C -12.4298 3.9959 20.0935 -0.5 -1.0 0.4
C -12.9879 4.1051 21.3298 0.3 0.6 0.0
C -13.2292 5.3950 21.9109 -0.3 -0.4 0.0
C -12.9606 6.5352 21.2394 0.5 0.1 0.1
C -12.2823 6.4513 19.9906 -0.3 -0.6 -0.5
N -11.8466 7.4827 19.2920 0.2 0.3 0.0
H -12.3008 3.0231 19.6494 0.1 -0.1 -0.2
H -13.2402 3.2229 21.8999 0.0 -0.1 -0.1
H -13.6576 5.4619 22.8992 -0.1 -0.1 0.1
H -13.1690 7.4987 21.6731 0.0 0.2 0.0

***

| no. | E (eV) |
| --- | --- |
| 1 | -136137.3171 |
| 2 | -152143.8579 |